Record 1
{"formula": "C2H10N3", "method": "the ωB97M-V functional and the def2-TZVPD basis", "elements": ["N", "H", "H", "H", "H", "C", "N", "C", "N", "H", "H", "H", "H", "H", "H"], "xyz": [[0.7572, 2.4972, -0.0112], [1.2623, 2.4856, -0.8927], [1.2312, 3.1638, 0.5930], [-0.1800, 2.8550, -0.1835], [0.5658, 1.2913, 0.7776], [-0.7405, -2.1450, -1.1040], [-0.0941, -1.0035, -0.4593], [-0.1971, -0.7237, 0.8401], [0.2661, 0.3523, 1.4072], [0.0003, -2.7272, -1.6419], [-1.2031, -2.7685, -0.3383], [-1.5121, -1.8087, -1.7974], [0.3708, -0.3388, -1.0519], [-0.7081, -1.4803, 1.4501], [0.1812, 0.3505, 2.4123]], "nbo_charge": [-1.031, 0.403, 0.408, 0.401, 0.427, -0.411, -0.532, 0.383, -0.751, 0.228, 0.222, 0.223, 0.406, 0.209, 0.415], "e_lumo_ev": -2.908, "total_charge": 1, "gap_ev": 11.439, "multiplicity": 1}

Record 2
{"formula": "C3H5NOS", "method": "the ωB97M-V functional and the def2-TZVPD basis", "elements": ["C", "C", "C", "H", "H", "H", "H", "H", "N", "O", "S"], "xyz": [[-0.1024, 0.9790, -1.5189], [-0.3683, 0.0341, -0.3322], [0.5397, -0.8442, 1.5057], [-0.1907, 0.5193, -2.4951], [-0.8168, 1.8257, -1.4400], [0.8542, 1.4811, -1.3792], [0.6659, -0.0875, 2.3052], [1.3280, -1.6040, 1.6934], [-1.4595, -0.4910, 0.0089], [0.8073, -0.2987, 0.2278], [-1.2573, -1.5137, 1.4244]], "nbo_charge": [-0.669, 0.534, -0.204, 0.240, 0.235, 0.233, 0.183, 0.206, -0.590, -0.492, 0.324], "e_lumo_ev": 0.796, "smiles": "CC1=NSCO1", "gap_ev": 9.317, "multiplicity": 1}

Record 3
{"formula": "C4H30BO23", "method": "the ωB97M-V functional and the def2-TZVPD basis", "elements": ["O", "C", "O", "B", "O", "C", "O", "O", "C", "O", "C", "O", "O", "O", "H", "H", "O", "H", "H", "O", "H", "H", "O", "H", "H", "O", "H", "H", "O", "H", "H", "O", "H", "H", "O", "H", "H", "O", "H", "H", "O", "H", "H", "O", "H", "H", "O", "H", "H", "O", "H", "H", "O", "H", "H", "O", "H", "H"], "xyz": [[1.6431, -1.2857, -3.8023], [1.6943, -1.1699, -2.5922], [1.6114, 0.0248, -2.0927], [1.5460, -0.1856, -0.6391], [1.7322, -1.6155, -0.4483], [1.6464, -2.2040, -1.5765], [1.2157, -3.3581, -1.7507], [0.3757, 0.2843, 0.0390], [0.7142, 1.0067, 1.0645], [-0.0771, 1.8785, 1.5235], [2.1361, 1.1336, 1.1047], [2.5985, 0.5973, 0.0808], [2.8121, 1.2087, 2.1454], [1.9219, 0.3453, 5.2559], [2.0401, 1.1904, 4.8322], [2.8089, 0.1729, 5.5761], [0.1390, 3.4463, -2.7650], [-0.6188, 3.6983, -2.2302], [0.4094, 2.5445, -2.3742], [-1.6186, 3.1849, -0.2665], [-1.8199, 4.0436, -0.5586], [-1.1727, 3.2811, 0.5269], [-3.0154, 2.0023, 2.4445], [-2.5103, 1.7626, 1.6763], [-3.7338, 1.4144, 2.7307], [-0.1084, -3.8435, 0.8537], [0.2049, -3.6643, -0.0640], [0.3864, -3.2386, 1.3823], [0.8357, -1.0943, 3.2052], [0.1366, -1.4793, 3.8199], [1.4664, -0.7669, 3.8013], [-0.0382, -3.6922, -4.9850], [-0.0699, -2.7301, -5.0420], [0.8826, -3.8399, -4.8179], [1.6281, 2.6760, 4.1107], [0.7621, 2.3190, 4.2900], [2.0031, 2.2021, 3.3281], [-1.6717, -1.7410, -0.6172], [-1.2209, -2.2005, 0.0772], [-2.0967, -1.1380, -0.0193], [-1.2067, 1.5223, 4.3581], [-1.5883, 1.5635, 3.4424], [-1.9016, 1.1201, 4.8316], [-1.5617, -2.1918, -3.2845], [-1.1044, -2.7078, -2.6198], [-1.3422, -1.3523, -2.9495], [-0.0697, 0.6352, -5.0597], [0.7092, 0.1043, -4.7681], [-0.5649, 0.5852, -4.2254], [-0.7912, -5.0269, -2.4046], [-1.0704, -4.9629, -3.2993], [0.0594, -4.6331, -2.1501], [-1.2845, 0.4813, -2.5664], [-1.9056, 1.1984, -2.4590], [-1.0669, 0.2929, -1.6608], [-0.6571, 4.1921, 2.6070], [0.1197, 4.7254, 2.4334], [-0.3518, 3.2841, 2.5476]], "nbo_charge": [-0.556, 0.665, -0.617, 1.171, -0.620, 0.704, -0.607, -0.648, 0.749, -0.659, 0.673, -0.594, -0.583, -0.975, 0.488, 0.461, -0.945, 0.461, 0.480, -0.961, 0.463, 0.496, -0.961, 0.503, 0.485, -0.960, 0.484, 0.473, -0.979, 0.472, 0.496, -0.954, 0.495, 0.460, -0.989, 0.498, 0.491, -0.945, 0.480, 0.458, -0.976, 0.494, 0.459, -0.946, 0.467, 0.465, -0.980, 0.476, 0.479, -0.998, 0.498, 0.495, -0.964, 0.490, 0.495, -0.966, 0.465, 0.491], "e_lumo_ev": 1.379, "total_charge": -1, "gap_ev": 8.934, "multiplicity": 1}

Record 4
{"formula": "CHO4PS", "method": "the ωB97M-V functional and the def2-TZVPD basis", "elements": ["C", "O", "O", "O", "O", "P", "S", "H"], "xyz": [[0.1861, 0.8111, 0.2621], [2.4725, 2.1050, -0.9804], [-0.2088, 0.3046, 1.2217], [0.4410, 3.4371, -0.1419], [-2.5938, -3.5011, -0.2581], [1.4438, 2.3247, 0.1192], [-1.1052, -3.3397, 0.1896], [-0.6356, -2.1416, -0.4123]], "nbo_charge": [0.319, -1.161, -0.495, -1.162, -1.142, 1.496, 0.153, -0.008], "e_lumo_ev": 6.311, "total_charge": -2, "gap_ev": 5.472, "multiplicity": 1}

Record 5
{"formula": "C27H34IN3O4", "method": "the ωB97M-V functional and the def2-TZVPD basis", "elements": ["C", "C", "C", "C", "C", "C", "C", "C", "C", "C", "C", "O", "C", "C", "C", "C", "C", "N", "C", "C", "C", "C", "I", "C", "O", "H", "H", "H", "H", "H", "H", "H", "H", "H", "H", "H", "H", "H", "H", "H", "H", "H", "H", "H", "H", "C", "O", "N", "C", "C", "H", "H", "H", "H", "H", "H", "H", "C", "O", "N", "C", "C", "H", "H", "H", "H", "H", "H", "H"], "xyz": [[-3.4623, 0.0920, 3.8690], [-4.1472, 0.9579, 2.7232], [-3.6827, 0.3278, 1.3552], [-4.4701, -1.0343, 1.1062], [-3.5527, -2.2654, 0.8589], [-3.7348, -3.5155, 1.6321], [-2.8809, -4.6895, 1.4562], [-1.7734, -4.6649, 0.4794], [-1.5643, -3.4563, -0.2918], [-2.4375, -2.2716, -0.1069], [-2.0765, -1.0148, -0.9714], [-2.9163, -0.3066, -1.4659], [-0.5310, -0.7539, -1.0920], [0.3400, -1.9482, -1.2797], [1.7807, -1.8468, -1.4163], [2.4162, -0.5208, -1.3255], [1.5744, 0.6680, -1.1014], [2.1297, 1.9643, -0.9673], [3.3699, 1.9395, -0.5644], [4.4491, 2.4731, -1.5892], [3.8542, 1.3974, 0.8240], [0.0881, 0.5573, -0.9994], [-1.1428, 2.3094, -0.6784], [-0.3899, -3.3300, -1.3216], [-0.0953, -4.2063, -2.0994], [-4.1170, -0.8174, 4.0056], [-2.4419, -0.2106, 3.5023], [-3.4136, 0.7070, 4.8039], [-3.8959, 2.0467, 2.7579], [-5.2605, 0.8116, 2.7920], [-3.9126, 1.0333, 0.5048], [-2.5684, 0.1467, 1.3138], [-5.1166, -1.2165, 2.0051], [-5.1496, -0.8608, 0.2235], [-4.5486, -3.5469, 2.4023], [-2.9974, -5.6226, 2.0597], [-1.1099, -5.5525, 0.3759], [2.3876, -2.7672, -1.5622], [3.5223, -0.4969, -1.4344], [5.4096, 1.9152, -1.4129], [4.5518, 3.5766, -1.4333], [4.0708, 2.2251, -2.6169], [4.3948, 0.4211, 0.6725], [4.6023, 2.1400, 1.2097], [3.0209, 1.2118, 1.5456], [2.1122, 4.4726, -4.2573], [3.1237, 3.8110, -4.1119], [0.9127, 3.9882, -4.6526], [-0.2484, 4.8412, -4.8042], [0.7849, 2.5699, -4.9335], [2.0984, 5.5592, -4.0707], [-1.0389, 4.4930, -4.1350], [-0.5984, 4.7910, -5.8380], [-0.0046, 5.8750, -4.5602], [1.0414, 2.0026, -4.0358], [1.4807, 2.2977, -5.7299], [-0.2330, 2.3323, -5.2387], [0.3695, -1.4941, 2.8034], [-0.4253, -0.7738, 3.3785], [1.6894, -1.5873, 3.0918], [2.5741, -2.4698, 2.3585], [2.2327, -0.7783, 4.1674], [0.0611, -2.1494, 1.9709], [3.0191, -3.1889, 3.0508], [3.3649, -1.8780, 1.8903], [2.0284, -3.0101, 1.5849], [1.7195, -1.0250, 5.0989], [2.0629, 0.2775, 3.9458], [3.3006, -0.9620, 4.2783]], "nbo_charge": [-0.640, -0.397, -0.396, -0.453, 0.031, -0.209, -0.197, -0.197, -0.143, -0.057, 0.561, -0.504, -0.140, -0.159, -0.177, -0.239, 0.113, -0.540, 0.524, -0.704, -0.723, -0.138, 0.192, 0.561, -0.512, 0.191, 0.255, 0.208, 0.205, 0.189, 0.218, 0.207, 0.213, 0.243, 0.224, 0.226, 0.233, 0.236, 0.217, 0.216, 0.255, 0.273, 0.236, 0.241, 0.242, 0.537, -0.644, -0.425, -0.398, -0.419, 0.105, 0.203, 0.194, 0.209, 0.221, 0.211, 0.208, 0.537, -0.634, -0.433, -0.396, -0.418, 0.118, 0.195, 0.191, 0.218, 0.218, 0.212, 0.203], "e_lumo_ev": -0.590, "smiles": "CCCCc1cccc2c1C(=O)c1c(ccc(N=C(C)C)c1I)C2=O.CN(C)C=O.CN(C)C=O", "gap_ev": 7.304, "multiplicity": 1}